# 1
# C40H30GeN4O12SV

A structure of composition C40H30GeN4O12SV (ωB97M-V/def2-TZVPD, the Open Molecules 2025 dataset).

Geometry as ORCA input:
```
! RIJCOSX wB97M-V def2-TZVPD def2/J DEFGRID3
* xyz -2 4
V 0.409 -1.741 1.815
O -3.495 -2.501 0.712
C -2.357 -2.344 1.309
O -1.473 -1.564 0.963
C -2.055 -3.270 2.433
C -2.881 -4.217 2.999
C -2.359 -4.981 4.037
C -1.052 -4.789 4.456
C -0.286 -3.840 3.799
N -0.794 -3.121 2.817
C 1.162 -3.474 4.080
O 1.754 -4.012 5.003
O 1.590 -2.593 3.258
H -3.493 -2.126 -0.251
H -3.896 -4.327 2.647
H -2.980 -5.726 4.520
H -0.604 -5.352 5.263
S -2.651 -0.439 3.711
C -1.059 0.088 4.091
C -0.899 0.920 5.236
C 0.323 1.404 5.607
C 1.441 1.078 4.834
C 1.244 0.273 3.744
N 0.048 -0.232 3.363
H -1.792 1.145 5.801
H 0.419 2.029 6.489
H 2.434 1.435 5.068
H 2.085 -0.020 3.131
O 2.354 -1.137 1.270
C 1.908 -0.433 0.325
O 0.676 -0.149 0.326
C 2.809 -0.010 -0.804
C 2.030 0.672 -1.926
Ge 1.003 2.260 -1.393
C 1.654 3.809 -2.453
C 0.921 4.998 -2.480
C 1.394 6.125 -3.137
C 2.624 6.091 -3.782
C 3.372 4.924 -3.761
C 2.886 3.798 -3.104
C 1.335 2.907 0.428
C 0.311 3.050 1.364
C 0.562 3.590 2.617
C 1.844 3.994 2.959
C 2.876 3.854 2.042
C 2.618 3.317 0.788
C -0.892 2.049 -1.783
C -1.730 1.330 -0.927
C -3.068 1.141 -1.241
C -3.586 1.653 -2.421
C -2.765 2.362 -3.284
C -1.428 2.562 -2.964
H 3.296 -0.923 -1.152
H 3.586 0.626 -0.372
H 1.287 -0.030 -2.310
H 2.690 0.926 -2.757
H -0.039 5.043 -1.977
H 0.802 7.033 -3.145
H 2.996 6.969 -4.296
H 4.334 4.886 -4.259
H 3.489 2.897 -3.103
H -0.692 2.724 1.122
H -0.244 3.667 3.337
H 2.042 4.398 3.944
H 3.883 4.158 2.304
H 3.433 3.235 0.075
H -1.331 0.868 -0.033
H -3.693 0.554 -0.583
H -4.619 1.462 -2.683
H -3.158 2.743 -4.220
H -0.795 3.111 -3.654
O 2.254 -3.251 -1.135
C 1.061 -3.239 -0.854
O 0.545 -3.125 0.320
C 0.049 -3.411 -1.980
C 0.398 -4.179 -3.090
C -0.557 -4.344 -4.084
C -1.820 -3.783 -4.041
C -2.146 -2.996 -2.927
C -1.195 -2.811 -1.912
N -3.412 -2.433 -2.832
O -3.740 -1.758 -1.768
O -4.235 -2.578 -3.784
N -0.214 -5.174 -5.252
O 0.876 -5.718 -5.272
O -1.033 -5.286 -6.147
H 1.376 -4.625 -3.163
H -2.540 -3.930 -4.827
H -1.429 -2.169 -1.083
*
```

Calculated values
LUMO (spin up / spin down) (eV): 3.90 / 3.90
Largest force on an atom (hartree/bohr): 0.018

Here are the Löwdin charges for atoms 1 to 2, given in e: 1.07, 0.15



# 2
# C40H31Br3IN2OPSSn

A structure of composition C40H31Br3IN2OPSSn (ωB97M-V/def2-TZVPD, the Open Molecules 2025 dataset).

Geometry as ORCA input:
```
! RIJCOSX wB97M-V def2-TZVPD def2/J DEFGRID3
* xyz 2 1
Sn 0.746 -0.024 1.425
C -1.275 -2.913 1.657
C -1.634 -1.840 2.636
C -2.700 -2.023 3.537
C -3.028 -1.038 4.425
C -2.286 0.163 4.474
C -2.527 1.236 5.369
Br -3.950 1.150 6.595
C -1.726 2.341 5.346
C -0.644 2.429 4.449
Br 0.427 3.969 4.447
C -0.364 1.415 3.568
O 0.682 1.480 2.715
C -1.216 0.282 3.571
N -0.942 -0.710 2.659
H -1.146 -3.862 2.179
H -0.353 -2.703 1.112
H -2.073 -3.048 0.925
H -3.249 -2.953 3.511
H -3.853 -1.175 5.112
H -1.909 3.161 6.026
N 2.294 0.543 -0.318
C 1.922 1.657 -1.141
C 2.890 2.447 -1.739
C 2.508 3.529 -2.517
C 1.164 3.831 -2.698
C 0.197 3.057 -2.084
C 0.569 1.960 -1.304
P -0.674 1.038 -0.409
C -1.897 2.189 0.216
C -1.482 3.184 1.106
C -2.396 4.121 1.554
C -3.713 4.075 1.113
C -4.120 3.098 0.215
C -3.216 2.150 -0.240
C -1.439 -0.198 -1.453
C -2.491 -0.966 -0.945
C -3.109 -1.898 -1.759
C -2.678 -2.068 -3.071
C -1.629 -1.312 -3.571
C -1.003 -0.374 -2.764
H 2.177 -0.358 -0.801
H 3.263 0.593 -0.006
H 3.938 2.212 -1.600
H 3.266 4.141 -2.985
H 0.873 4.676 -3.305
H -0.851 3.309 -2.195
H -0.453 3.234 1.443
H -2.076 4.890 2.245
H -4.424 4.811 1.463
H -5.141 3.077 -0.139
H -3.537 1.400 -0.949
H -2.842 -0.815 0.070
H -3.933 -2.486 -1.378
H -3.169 -2.795 -3.705
H -1.293 -1.450 -4.590
H -0.193 0.224 -3.162
Br -0.298 -4.897 -1.650
C 0.183 -4.187 -3.333
C -0.549 -4.596 -4.440
C -0.247 -4.093 -5.696
C 0.784 -3.177 -5.851
C 1.526 -2.777 -4.750
C 1.227 -3.284 -3.492
I 2.456 -2.743 -1.891
H -1.346 -5.316 -4.313
H -0.816 -4.425 -6.554
H 1.031 -2.791 -6.830
H 2.354 -2.092 -4.872
S 2.176 -1.741 2.205
C 3.770 -1.010 1.880
C 4.617 -1.627 0.965
C 5.847 -1.052 0.675
C 6.224 0.134 1.292
C 5.388 0.731 2.229
C 4.164 0.154 2.538
H 4.322 -2.559 0.498
H 6.511 -1.533 -0.030
H 7.182 0.580 1.062
H 5.697 1.636 2.735
H 3.520 0.600 3.287
*
```

Calculated values
LUMO (eV): -6.19
Largest force on an atom (hartree/bohr): 0.008

Here are the Löwdin charges for atoms 1 to 2, given in e: 1.04, -0.03



# 3
# C40H31BrIrN3O2P2S3

A structure of composition C40H31BrIrN3O2P2S3 (ωB97M-V/def2-TZVPD, the Open Molecules 2025 dataset).

Geometry as ORCA input:
```
! RIJCOSX wB97M-V def2-TZVPD def2/J DEFGRID3
* xyz 0 1
Ir -0.413 -0.665 -2.033
S -1.107 -1.359 1.569
P -0.498 0.431 0.941
C -0.731 0.780 -0.747
P -2.015 1.555 -1.581
S -2.476 0.036 -2.872
C -3.415 2.146 -0.614
C -4.364 1.224 -0.177
C -5.410 1.644 0.629
C -5.506 2.979 1.000
C -4.557 3.895 0.571
C -3.511 3.483 -0.240
C -1.411 2.962 -2.533
C -0.196 3.553 -2.209
C 0.255 4.646 -2.935
C -0.505 5.144 -3.983
C -1.716 4.548 -4.314
C -2.169 3.458 -3.591
C -1.256 1.780 1.888
C -0.725 3.064 1.776
C -1.286 4.109 2.491
C -2.378 3.875 3.318
C -2.908 2.598 3.429
C -2.345 1.547 2.717
C 1.279 0.608 1.295
C 1.699 0.510 2.623
C 3.046 0.592 2.934
C 3.985 0.761 1.924
C 3.572 0.866 0.605
C 2.220 0.801 0.292
H -4.275 0.184 -0.465
H -6.150 0.930 0.966
H -6.325 3.306 1.628
H -4.631 4.934 0.865
H -2.774 4.199 -0.582
H 0.403 3.135 -1.409
H 1.206 5.101 -2.689
H -0.148 5.991 -4.554
H -2.299 4.925 -5.143
H -3.104 2.979 -3.859
H 0.137 3.240 1.143
H -0.868 5.104 2.410
H -2.815 4.692 3.879
H -3.759 2.416 4.072
H -2.744 0.543 2.799
H 0.967 0.358 3.408
H 3.367 0.513 3.965
H 5.038 0.811 2.168
H 4.299 1.002 -0.185
H 1.898 0.909 -0.735
C -0.939 -3.004 -4.356
O -0.307 -2.699 -3.104
C 0.533 -3.632 -2.551
C 0.918 -4.780 -3.217
C 1.766 -5.668 -2.568
Br 2.290 -7.240 -3.481
C 2.232 -5.436 -1.297
C 1.858 -4.267 -0.625
C 1.006 -3.374 -1.260
O 0.681 -2.169 -0.653
C 2.388 -4.079 0.738
N 3.175 -4.963 1.296
C 3.426 -4.483 2.563
C 4.195 -5.029 3.592
C 4.256 -4.338 4.784
C 3.563 -3.128 4.967
C 2.800 -2.572 3.961
C 2.754 -3.267 2.756
N 2.102 -3.027 1.570
H -1.462 -3.957 -4.277
H -0.203 -3.022 -5.158
H -1.640 -2.198 -4.542
H 0.582 -4.989 -4.220
H 2.889 -6.130 -0.796
H -0.031 -2.222 0.047
H 4.717 -5.965 3.449
H 4.842 -4.734 5.603
H 3.626 -2.626 5.924
H 2.254 -1.649 4.103
H 1.558 -2.210 1.347
S 1.217 0.064 -3.477
C 0.444 -0.002 -4.971
N -0.075 -0.046 -6.003
*
```

Calculated values
LUMO (spin up / spin down) (eV): -0.94 / -0.93
Largest force on an atom (hartree/bohr): 0.016

Here are the Löwdin charges for atoms 1 to 2, given in e: 0.73, 0.35



Looking at ΔE to the lowest compared entry with this formula, charge and spin for the records above, in order, we have 0.00, 44.62, 62.57 kJ/mol.